Version w
An isolated ion of composition C5H10NS and charge +1, computed with the ωB97M-V functional and the def2-TZVPD basis.

CARTESIAN COORDINATES (ANGSTROEM)
C  1.749  0.122  2.080
C  0.731  0.747  -0.097
C  -0.150  -1.234  -1.093
C  -1.801  0.025  0.277
C  -0.609  0.085  -0.606
N  1.288  0.344  0.931
S  1.666  1.694  -1.432
H  1.964  0.889  2.806
H  2.364  -0.758  2.485
H  -1.114  -1.799  -1.498
H  0.706  -1.001  -1.848
H  0.202  -1.933  -0.240
H  -1.794  -0.763  1.187
H  -2.760  -0.191  -0.266
H  -2.132  0.978  0.812
H  -0.835  0.705  -1.493
H  0.525  2.089  -2.007

Summary:
**M**: 116.21 g mol⁻¹
**Charge**: +1

Version x
An isolated ion of composition C5H10NS and charge +1, computed with the ωB97M-V functional and the def2-TZVPD basis.

CARTESIAN COORDINATES (ANGSTROEM)
C  -1.380  -1.061  0.268
C  -0.002  -0.979  -0.498
C  1.936  0.874  -0.570
C  -2.076  0.266  0.061
C  0.575  0.321  -0.206
N  1.518  0.593  0.795
S  -0.764  1.610  -0.016
H  -2.033  -1.845  -0.077
H  -1.064  -1.330  1.345
H  0.617  -1.929  -0.226
H  -0.172  -0.996  -1.584
H  2.511  0.154  -1.012
H  1.970  1.837  -0.940
H  -2.617  0.239  -0.947
H  -2.617  0.860  0.934
H  2.131  -0.074  1.317
H  1.465  1.459  1.357

Summary:
**M**: 116.21 g mol⁻¹
**SMILES**: C1CS[C@@]2(C1)C[NH2+]2
**Charge**: +1

Quick one: most stable of them? version x

Version w
A 2-piece molecular cluster, C3H4N2O2 overall, computed with the ωB97M-V functional and the def2-TZVPD basis.

CARTESIAN COORDINATES (ANGSTROEM)
N  -2.030  -0.424  -0.364
C  -1.001  0.199  0.259
C  -0.324  1.114  0.854
O  2.158  0.779  -1.157
C  2.307  -0.286  -0.692
O  2.644  -1.350  -0.339
N  0.333  -0.244  0.611
H  -1.741  -1.246  -0.877
H  -2.696  0.159  -0.853
H  0.019  2.105  1.087
H  0.331  -0.805  1.471

Summary:
**M**: 100.08 g mol⁻¹
**SMILES**: NC1=CN1.O=C=O
**Charge**: 0

Version x
One molecule with the formula C3H4N2O2, computed with the ωB97M-V functional and the def2-TZVPD basis.

CARTESIAN COORDINATES (ANGSTROEM)
C  -1.556  -0.279  0.007
N  -0.159  -0.104  0.300
N  0.665  -1.141  -0.057
C  1.771  -0.555  -0.294
O  1.811  0.760  0.022
C  0.510  1.084  0.406
O  0.134  2.167  0.761
H  -1.678  -0.798  -0.954
H  -1.989  -0.876  0.804
H  -2.008  0.710  -0.054
H  2.512  -0.958  -0.955

Summary:
**M**: 100.08 g mol⁻¹
**SMILES**: Cn1ncoc1=O
**Charge**: 0

Quick one: most stable of them? version x

Version w
A 2-piece molecular cluster, C4H12N4 overall, computed with the ωB97M-V functional and the def2-TZVPD basis.

CARTESIAN COORDINATES (ANGSTROEM)
C  -2.671  0.469  -0.177
C  -2.139  -1.975  -0.367
C  2.969  1.101  0.822
C  2.404  -0.441  -0.917
N  0.877  -0.106  0.726
N  -2.477  -0.797  -0.049
N  -3.904  0.975  -0.005
N  1.924  0.234  0.249
H  -2.020  1.255  -0.521
H  0.695  0.158  1.742
H  -2.118  -2.675  0.538
H  -1.946  -2.283  -1.471
H  3.476  1.611  -0.055
H  3.610  0.429  1.374
H  2.422  1.766  1.519
H  1.675  -0.863  -1.552
H  2.974  -1.223  -0.438
H  3.058  0.049  -1.556
H  -4.119  1.975  -0.030
H  -4.691  0.343  0.168

Summary:
**M**: 116.17 g mol⁻¹
**Charge**: +2

Version x
C4H12N4 as an isolated structure, computed with the ωB97M-V functional and the def2-TZVPD basis.

CARTESIAN COORDINATES (ANGSTROEM)
C  -0.708  1.154  -2.184
C  -2.942  0.428  -2.846
C  1.237  -0.431  3.088
C  1.515  -0.322  1.592
N  -1.881  0.796  -2.357
N  0.300  0.612  -1.457
N  0.109  -0.598  -0.895
N  0.271  -0.692  0.920
H  -0.306  1.871  -2.891
H  -4.000  0.783  -2.578
H  -2.879  -0.413  -3.521
H  0.757  0.433  3.552
H  0.817  -1.368  3.357
H  2.154  -0.291  3.684
H  2.367  -0.844  1.475
H  1.713  0.707  1.279
H  1.328  1.036  -1.343
H  0.905  -1.142  -1.026
H  -0.585  -0.080  1.214
H  -0.172  -1.637  0.939

Summary:
**M**: 116.17 g mol⁻¹
**Charge**: +2

Quick one: most stable of them? version w

Version w
One molecule with the formula C4H10NO2, computed with the ωB97M-V functional and the def2-TZVPD basis.

CARTESIAN COORDINATES (ANGSTROEM)
O  1.624  -0.443  1.536
C  0.443  -1.063  1.543
C  -0.366  -0.511  0.332
N  -0.067  0.972  0.138
C  -0.716  1.611  -1.059
C  -0.007  -1.265  -0.927
O  -0.094  -1.684  2.408
H  2.180  -0.598  2.322
H  -1.466  -0.481  0.597
H  0.954  1.119  0.015
H  -0.315  1.518  0.984
H  -1.122  2.636  -1.021
H  -1.367  0.839  -1.470
H  0.109  1.845  -1.749
H  -0.627  -0.972  -1.765
H  1.054  -1.178  -1.151
H  -0.216  -2.346  -0.733

Summary:
**M**: 104.13 g mol⁻¹
**Multiplicity**: 2
**Charge**: 0

Version x
A 2-piece molecular cluster, C4H10NO2 overall, computed with the ωB97M-V functional and the def2-TZVPD basis.

CARTESIAN COORDINATES (ANGSTROEM)
C  -1.311  2.305  -0.612
C  -1.078  1.017  -0.798
O  -0.042  0.591  -1.566
C  -1.959  -0.040  -0.198
H  -2.239  2.659  -0.191
H  -0.579  3.045  -0.907
H  0.425  -0.141  -1.115
H  -2.789  0.411  0.335
H  -2.286  -0.801  -0.907
H  -1.399  -0.606  0.549
N  1.676  -1.471  2.161
C  1.583  -0.736  0.931
O  0.985  -1.338  -0.108
H  0.887  -2.097  2.197
H  2.504  -2.046  2.201
H  0.977  0.174  1.150
H  2.565  -0.289  0.716

Summary:
**M**: 104.13 g mol⁻¹
**Multiplicity**: 2
**Charge**: 0

Quick one: most stable of them? version x